C7H8BrN5 | ωB97M-V/def2-TZVPD

CARTESIAN COORDINATES (ANGSTROEM)
C  3.45  1.17  -0.56
N  2.17  0.77  -0.11
N  1.95  0.01  0.89
N  0.70  -0.16  0.98
C  0.18  0.54  -0.05
C  -1.29  0.68  -0.08
Br  -1.61  2.65  0.09
C  -1.77  0.02  1.11
C  -1.49  -1.46  0.95
C  -1.63  -2.01  -0.25
C  -1.99  -1.16  -1.29
N  -1.90  0.11  -1.20
N  1.08  1.11  -0.80
H  4.19  0.47  -0.31
H  3.36  1.41  -1.70
H  3.70  2.06  0.16
H  -2.84  0.03  1.19
H  -1.10  0.37  1.99
H  -1.26  -2.02  1.83
H  -1.53  -3.09  -0.52
H  -2.38  -1.50  -2.31

Summary:
- HOMO-LUMO gap: 9.52 eV
- HOMO level: -9.3 eV
- M: 242.08 g mol⁻¹
- Total charge: 0
- E_LUMO: 0.19 eV
- SMILES string: Cn1nnc([C@]2(Br)CC=CC=N2)n1